No. 1
The following is a quantum chemistry calculation of 3 unconnected molecules or ions with the total composition C24H40B2F7NO9P at a distorted geometry, from the OMol25 dataset.

Cartesian coordinates (Å):
1 C -0.283804 4.164583 -1.376753
2 C -1.050815 3.931932 -0.487564
3 C -1.923130 3.629157 0.642047
4 C -2.470206 2.190615 0.686605
5 C -1.473303 1.052512 0.395384
6 B -2.109186 -0.195337 -0.455246
7 C -3.488038 -0.730206 0.280962
8 C -3.169886 -1.385418 1.598669
9 F -4.299834 -1.438785 2.463324
10 O -1.140829 -1.389144 -0.396264
11 C -0.654013 -1.549807 -1.680632
12 P 0.144876 -3.192391 -1.954595
13 C 0.958470 -3.424255 -0.333211
14 O 1.439136 -2.846250 -2.924344
15 C -1.719934 -1.026241 -2.660257
16 C -2.908231 -2.031116 -2.854076
17 C -4.217637 -1.338559 -3.070162
18 O -5.184197 -1.480518 -2.367222
19 N -4.270696 -0.507496 -4.255989
20 C -4.559915 0.881487 -3.898755
21 C -5.258853 -1.017181 -5.195953
22 B -1.184604 -0.673817 -4.112905
23 O -0.587216 -1.711246 -4.831401
24 C -1.236320 0.751301 -4.762730
25 C -0.495675 1.813532 -3.911412
26 O -2.211097 0.096779 -1.925757
27 H 0.431051 4.290992 -2.151641
28 H -1.408074 3.899266 1.566152
29 H -2.776036 4.312466 0.566488
30 H -2.886167 2.033883 1.683606
31 H -3.309472 2.119881 -0.009529
32 H -1.167568 0.618115 1.353307
33 H -0.559638 1.432095 -0.067750
34 H -4.227897 0.059637 0.448832
35 H -3.996029 -1.474157 -0.330069
36 H -2.862200 -2.419317 1.441953
37 H -2.383253 -0.874387 2.156230
38 H 0.174505 -0.808709 -1.797314
39 H 1.426102 -4.408198 -0.338317
40 H 0.228391 -3.337744 0.469194
41 H 1.747866 -2.690534 -0.171253
42 H 1.751765 -1.944353 -2.768274
43 H -2.744555 -2.603880 -3.776105
44 H -2.999005 -2.757560 -2.047952
45 H -4.357645 1.514416 -4.764843
46 H -3.927192 1.187789 -3.070012
47 H -5.611737 1.026342 -3.619590
48 H -6.221823 -1.235861 -4.719606
49 H -5.429114 -0.259596 -5.961009
50 H -4.898459 -1.914892 -5.701313
51 H -1.195096 -2.290343 -5.295317
52 H -2.262101 1.075114 -4.927494
53 H -0.771133 0.692559 -5.750657
54 H -1.211244 2.410519 -3.354087
55 H 0.167473 1.353967 -3.181447
56 H 0.076645 2.489181 -4.549250
57 C 4.466900 3.266030 2.058529
58 C 4.046457 1.816975 2.164195
59 O 3.222974 1.432289 1.043883
60 C 3.857554 1.109084 -0.067247
61 O 5.039720 1.105018 -0.257754
62 C 2.827836 0.671735 -1.133373
63 F 1.790894 1.496877 -1.169494
64 F 2.394341 -0.565468 -0.842448
65 F 3.387832 0.638605 -2.342636
66 H 3.590786 3.907608 1.963008
67 H 5.021676 3.557074 2.950902
68 H 5.101023 3.426702 1.187243
69 H 3.419088 1.659314 3.035192
70 H 4.906568 1.150225 2.227619
71 C 3.808620 -3.312346 7.154817
72 C 4.716714 -2.293174 7.804522
73 O 5.111265 -1.269464 6.863241
74 C 4.238398 -0.292643 6.674356
75 O 3.173595 -0.156388 7.196727
76 C 4.814184 0.729651 5.666817
77 F 5.382358 0.123276 4.621540
78 F 5.746294 1.486920 6.264065
79 F 3.851403 1.525748 5.218793
80 H 4.285772 -3.741053 6.273663
81 H 3.588358 -4.113946 7.859279
82 H 2.869008 -2.857792 6.844030
83 H 5.651254 -2.746099 8.127698
84 H 4.245706 -1.825579 8.668135

Forces on the atoms, in the same order (eV/Å):
0.222 0.008 -0.181
0.096 -0.154 0.254
-0.470 0.215 -0.090
0.276 -0.258 -0.198
-0.127 -0.057 0.113
0.076 -0.246 0.596
-0.089 -0.075 -0.125
0.042 -0.021 -0.120
0.010 -0.017 0.017
-0.537 -0.174 -0.278
1.316 0.861 -0.139
-0.673 -0.954 -0.171
0.257 0.204 -0.006
-0.026 0.326 0.101
-0.953 0.159 0.360
0.270 -0.410 -0.241
-0.073 0.010 0.336
-0.045 -0.061 -0.192
0.254 0.135 -0.108
-0.286 0.074 -0.011
-0.083 0.045 -0.136
-0.289 0.112 0.007
-0.212 0.120 -0.218
0.600 0.290 -0.039
-0.372 -0.027 -0.172
-0.027 -0.107 -0.041
-0.062 0.067 -0.075
0.146 -0.133 0.016
-0.008 0.042 0.153
-0.198 0.094 -0.012
0.000 0.126 -0.079
0.205 0.084 0.022
-0.014 0.043 -0.162
0.105 0.146 0.057
-0.085 0.003 -0.101
0.073 -0.018 0.069
-0.097 0.068 0.102
0.106 -0.133 -0.261
-0.090 -0.104 0.085
-0.065 -0.072 -0.011
-0.052 0.105 0.068
0.132 -0.044 -0.027
0.043 -0.164 0.055
0.018 0.166 0.193
0.032 0.014 -0.017
0.110 -0.031 0.006
-0.020 -0.061 0.085
-0.020 0.015 0.046
0.051 0.007 -0.051
0.027 -0.087 0.092
0.136 -0.169 0.110
-0.038 -0.116 0.076
-0.002 -0.067 -0.049
0.032 -0.007 0.189
0.134 0.097 0.051
0.118 0.000 0.039
-0.044 0.035 -0.185
0.087 0.094 0.186
0.015 -0.045 -0.035
-0.021 -0.012 0.012
0.002 0.008 -0.010
0.084 0.038 0.038
-0.056 0.003 -0.022
0.080 0.127 -0.010
0.031 -0.025 0.003
-0.011 0.000 0.068
-0.009 -0.011 0.017
0.049 -0.031 0.030
-0.091 -0.036 -0.177
-0.035 0.006 -0.111
-0.032 0.100 -0.165
-0.021 -0.252 0.209
0.013 0.070 0.008
0.059 -0.041 -0.004
0.001 0.037 0.001
-0.015 -0.089 0.042
0.026 -0.015 -0.002
-0.007 -0.004 0.018
-0.008 0.082 0.155
0.028 -0.043 0.037
0.010 0.000 0.013
-0.016 0.002 0.056
0.052 0.052 -0.085
-0.044 0.087 -0.070

Results
orbital gap: 6.62 eV
HOMO level: -4.7 eV
net charge: -1

***

No. 2
The following is a quantum chemistry calculation of 10 unconnected molecules or ions with the total composition C20H59F4O13PS at a distorted geometry, from the OMol25 dataset.

Cartesian coordinates (Å):
1 O 1.131900 -2.770643 -0.987104
2 S 0.291042 -2.118097 -1.964229
3 O 0.886430 -1.471657 -3.109468
4 F -0.437376 -0.923648 -1.148118
5 P -1.397941 -3.582808 -2.526511
6 C -2.266016 -2.302094 -3.528957
7 O -3.279637 -1.629694 -2.794136
8 O -3.535627 -2.383981 -1.594393
9 C -2.649245 -5.024856 -2.884707
10 F -3.871593 -4.648131 -3.301005
11 F -2.816761 -5.767116 -1.778204
12 F -2.155261 -5.846270 -3.838014
13 H -1.476924 -3.829675 -1.156116
14 H -0.376621 -4.254671 -3.207815
15 H -2.679391 -2.759932 -4.440126
16 H -1.517179 -1.560016 -3.844271
17 H -3.604886 -1.647758 -0.943432
18 C 3.676715 0.437910 -1.322050
19 C 3.382415 0.095392 0.124419
20 O 2.097283 0.582546 0.525333
21 H 3.650762 1.518476 -1.471210
22 H 4.657285 0.067049 -1.622982
23 H 2.926575 -0.010529 -1.977864
24 H 4.104324 0.564359 0.792040
25 H 3.418481 -0.986104 0.284347
26 H 1.452570 0.158369 -0.053415
27 C 2.923904 0.582853 4.407946
28 C 3.070018 -0.718044 3.642453
29 O 1.836266 -1.181935 3.109755
30 H 2.214984 0.458555 5.228603
31 H 3.884494 0.899216 4.817245
32 H 2.544641 1.372523 3.753605
33 H 3.438404 -1.509394 4.296572
34 H 3.797601 -0.592420 2.832044
35 H 1.528367 -0.492396 2.507420
36 C 0.198305 4.467796 0.006756
37 C 1.261845 4.149432 1.041517
38 O 0.945510 2.999482 1.811655
39 H -0.769886 4.614796 0.483426
40 H 0.449157 5.373630 -0.548028
41 H 0.107603 3.645627 -0.709051
42 H 1.354095 4.967986 1.756603
43 H 2.238156 4.019740 0.558522
44 H 0.896326 2.251340 1.202455
45 C -6.168856 1.591466 0.108157
46 C -5.861164 0.189993 -0.374860
47 O -4.453103 -0.064566 -0.405624
48 H -5.678674 2.329146 -0.527231
49 H -7.243453 1.775001 0.091728
50 H -5.817340 1.736553 1.132466
51 H -6.198953 0.050698 -1.400936
52 H -6.363067 -0.555778 0.248737
53 H -4.100182 0.069599 0.482075
54 C -4.893863 -0.703800 -7.530668
55 C -4.203259 -0.775551 -6.184319
56 O -2.864942 -1.261863 -6.271630
57 H -4.893865 -1.683108 -8.010453
58 H -5.925623 -0.370378 -7.415356
59 H -4.380373 -0.002632 -8.193049
60 H -4.716959 -1.479683 -5.529017
61 H -4.216202 0.200961 -5.690402
62 H -2.345681 -0.656157 -6.810427
63 C -7.294977 -3.800627 -4.643994
64 C -7.315109 -2.497105 -3.869758
65 O -7.935946 -1.439492 -4.595288
66 H -6.786219 -3.665517 -5.599354
67 H -6.779536 -4.580440 -4.081874
68 H -8.311436 -4.145577 -4.848808
69 H -6.297073 -2.157126 -3.675635
70 H -7.808938 -2.633073 -2.901381
71 H -8.846180 -1.694722 -4.777080
72 C -4.743337 7.295612 1.181399
73 C -3.956861 6.063428 0.776279
74 O -2.561217 6.203833 1.013908
75 H -4.373957 8.173170 0.650231
76 H -5.803949 7.172280 0.957466
77 H -4.644796 7.482467 2.253374
78 H -4.050709 5.885949 -0.294834
79 H -4.342509 5.178930 1.295579
80 H -2.430723 6.348494 1.957085
81 C 6.977574 -1.411743 6.079418
82 C 7.162813 0.090869 5.994848
83 O 5.956036 0.799830 6.270563
84 H 6.202075 -1.740113 5.385669
85 H 7.909671 -1.925881 5.841706
86 H 6.675377 -1.708114 7.087193
87 H 7.452625 0.382228 4.985868
88 H 7.958732 0.413541 6.671215
89 H 5.679475 0.579061 7.165639
90 C 11.532537 -2.422935 4.605359
91 C 10.993743 -1.005429 4.594701
92 O 10.461429 -0.615320 5.856470
93 H 10.751410 -3.124565 4.899701
94 H 11.902223 -2.706144 3.618993
95 H 12.357996 -2.518362 5.314889
96 H 10.164806 -0.917507 3.892516
97 H 11.771691 -0.302638 4.278263
98 H 11.167700 -0.662369 6.508970

Forces on the atoms, in the same order (eV/Å):
-0.292 0.456 -0.389
0.882 -0.135 0.045
-0.131 -0.083 0.425
-0.004 0.099 0.056
-1.064 -0.555 -0.097
0.194 0.409 -0.319
0.155 -0.176 0.013
0.156 0.040 -0.036
-0.028 0.067 -0.089
0.053 0.049 0.026
-0.003 -0.045 0.133
0.067 0.027 -0.055
0.204 0.030 0.059
0.068 0.111 -0.019
0.121 -0.077 0.368
-0.266 -0.172 0.066
-0.285 0.009 -0.341
-0.111 0.058 -0.010
0.022 -0.033 -0.053
-0.189 -0.048 -0.062
0.031 -0.001 0.019
0.002 -0.023 0.021
0.056 -0.037 -0.028
-0.039 0.028 0.025
0.049 0.004 0.006
-0.052 -0.052 0.031
-0.060 0.023 -0.026
0.017 0.080 -0.016
-0.032 0.085 0.029
0.016 -0.003 0.010
-0.004 -0.008 0.013
0.013 -0.009 -0.012
-0.021 -0.030 -0.010
0.060 -0.038 0.051
0.040 -0.077 -0.094
-0.009 -0.118 0.031
0.025 -0.024 0.000
-0.219 0.050 -0.075
0.020 0.034 -0.028
0.007 0.004 -0.003
0.028 0.020 -0.019
0.017 0.012 -0.008
0.008 0.027 0.007
0.293 -0.020 0.161
0.088 0.020 -0.007
-0.066 -0.043 -0.069
0.269 -0.116 0.284
-0.012 -0.001 -0.006
-0.009 -0.014 0.001
-0.024 -0.004 0.007
-0.002 -0.015 0.000
0.000 -0.006 -0.009
-0.041 0.157 -0.028
0.086 -0.049 -0.039
-0.058 0.018 0.056
0.076 0.014 -0.094
-0.017 0.001 0.005
0.001 0.000 0.027
-0.020 0.016 0.005
-0.049 0.031 0.013
-0.023 -0.004 0.015
-0.049 -0.007 -0.012
-0.027 0.041 -0.050
0.062 -0.003 -0.002
-0.005 -0.010 -0.007
0.014 -0.009 0.004
0.005 0.012 0.015
0.002 -0.019 0.014
0.004 -0.002 0.047
0.021 -0.008 0.011
0.024 0.019 -0.013
0.063 0.034 -0.002
0.017 0.009 0.025
-0.104 0.056 0.059
-0.012 -0.006 -0.005
-0.005 -0.012 0.000
-0.022 -0.010 0.002
-0.011 -0.016 -0.004
-0.014 -0.018 -0.022
0.034 -0.011 -0.027
-0.057 0.000 -0.039
-0.015 -0.041 0.088
0.037 -0.010 -0.003
0.011 -0.002 -0.004
0.015 0.018 0.017
0.024 -0.007 0.006
0.001 0.032 -0.001
0.031 0.005 -0.039
-0.017 0.013 -0.027
-0.038 -0.007 0.062
0.003 -0.001 0.010
0.029 -0.029 0.016
0.002 0.000 -0.015
0.004 0.009 -0.007
0.015 0.000 -0.019
0.004 0.010 -0.013
-0.011 0.005 -0.023
-0.026 0.006 -0.009

Results
SMILES string: O=S(=O)(F)[PH2](COO)C(F)(F)F.CCO.CCO.CCO.CCO.CCO.CCO.CCO.CCO.CCO
orbital gap: 9.57 eV
HOMO level: -9.3 eV
net charge: 0